Below is a 15-piece molecular cluster, C35H68O11 overall at a distorted geometry, with properties calculated with ωB97M-V with the def2-TZVPD basis set.

CARTESIAN COORDINATES (ANGSTROEM)
C (5.881, -0.471, -1.206)
O (4.862, 0.267, -0.552)
H (6.568, 0.237, -1.720)
H (6.374, -1.211, -0.518)
H (5.490, -1.165, -1.942)
H (4.392, -0.280, 0.079)
C (-5.846, 0.317, 1.534)
O (-5.706, -0.069, 0.184)
H (-6.670, -0.354, 1.921)
H (-4.908, 0.178, 2.046)
H (-6.158, 1.361, 1.637)
H (-5.097, 0.483, -0.332)
C (-0.466, -5.296, 1.575)
O (-0.826, -4.079, 2.211)
H (-0.863, -6.152, 2.118)
H (-0.738, -5.325, 0.512)
H (0.602, -5.368, 1.667)
H (-0.729, -3.342, 1.652)
C (3.696, -3.025, 0.011)
O (3.742, -1.899, 0.802)
H (4.495, -2.880, -0.822)
H (3.911, -3.926, 0.619)
H (2.734, -3.163, -0.506)
H (3.331, -2.029, 1.665)
C (3.754, -0.679, -4.385)
O (4.453, 0.565, -4.134)
H (2.920, -0.833, -3.662)
H (3.269, -0.786, -5.388)
H (4.439, -1.508, -4.220)
H (3.833, 1.043, -3.597)
C (-1.094, -0.437, 4.249)
O (0.263, -0.966, 4.139)
H (-1.085, 0.204, 5.191)
H (-1.355, 0.111, 3.332)
H (-1.812, -1.237, 4.458)
H (0.252, -1.787, 4.621)
C (-5.591, -3.557, 0.312)
O (-4.185, -3.502, 0.660)
H (-5.724, -2.857, -0.454)
H (-5.885, -4.546, -0.103)
H (-6.157, -3.195, 1.182)
H (-4.064, -3.328, 1.591)
C (-3.771, -5.194, 3.304)
O (-3.266, -3.906, 3.120)
H (-4.014, -5.640, 2.387)
H (-3.125, -5.861, 3.878)
H (-4.688, -5.059, 3.900)
H (-2.345, -3.934, 2.810)
C (-1.373, -3.135, -0.986)
O (-2.184, -4.317, -0.875)
H (-0.890, -2.779, -0.098)
H (-0.484, -3.380, -1.634)
H (-1.958, -2.362, -1.544)
H (-2.916, -4.219, -0.181)
C (3.283, -1.721, 4.125)
O (2.383, -2.069, 3.056)
H (3.497, -2.577, 4.694)
H (4.133, -1.264, 3.722)
H (2.745, -0.968, 4.756)
H (1.637, -1.453, 2.965)
C (-4.712, -0.149, -3.069)
O (-4.117, 1.016, -2.579)
H (-4.650, -0.288, -4.146)
H (-4.405, -1.080, -2.555)
H (-5.792, -0.078, -2.873)
H (-3.200, 1.001, -2.869)
C (2.018, 7.474, -2.594)
C (0.744, 7.167, -2.058)
C (0.589, 6.235, -1.081)
C (1.748, 5.524, -0.785)
C (3.032, 5.741, -1.293)
C (3.135, 6.755, -2.181)
H (2.176, 8.233, -3.310)
H (-0.098, 7.712, -2.393)
H (-0.294, 6.003, -0.536)
H (1.569, 4.641, -0.130)
H (3.819, 5.101, -1.009)
H (4.139, 7.102, -2.575)
C (-0.566, -0.253, -4.064)
C (0.111, 0.807, -4.540)
C (-0.277, 1.492, -5.691)
C (-1.498, 1.173, -6.229)
C (-2.304, 0.129, -5.681)
C (-1.830, -0.614, -4.608)
H (-0.190, -0.788, -3.200)
H (1.015, 1.125, -4.096)
H (0.324, 2.310, -6.150)
H (-1.963, 1.640, -7.127)
H (-3.356, 0.049, -6.033)
H (-2.301, -1.509, -4.200)
C (3.262, 2.567, 5.146)
C (2.980, 3.852, 5.571)
C (2.077, 4.636, 4.885)
C (1.291, 4.111, 3.855)
C (1.572, 2.833, 3.427)
C (2.583, 2.079, 4.034)
H (4.060, 2.029, 5.605)
H (3.422, 4.161, 6.525)
H (1.878, 5.596, 5.338)
H (0.460, 4.633, 3.361)
H (1.021, 2.336, 2.652)
H (2.926, 1.122, 3.694)
C (-0.828, 1.988, -1.125)
C (-1.470, 0.911, -0.619)
C (-0.786, -0.169, -0.037)
C (0.625, -0.130, -0.131)
C (1.225, 0.878, -0.830)
C (0.554, 1.943, -1.338)
H (-1.425, 2.780, -1.515)
H (-2.606, 0.823, -0.626)
H (-1.287, -1.011, 0.355)
H (1.200, -0.984, 0.346)
H (2.323, 0.906, -1.022)
H (1.117, 2.756, -1.728)

Results
2S+1: 1
Charge: 0
E_tot: -59913.841 eV
Orbital gap: 0.35243 hartree


Below is a 8-piece molecular cluster, C35H69F7N10O11S5 overall at a distorted geometry, with properties calculated with ωB97M-V with the def2-TZVPD basis set.

CARTESIAN COORDINATES (ANGSTROEM)
C (-17.833, 12.896, 13.491)
F (-16.708, 13.510, 13.018)
F (-18.671, 13.723, 14.151)
F (-18.574, 12.256, 12.572)
S (-17.188, 11.666, 14.826)
O (-16.422, 12.556, 15.673)
O (-18.389, 11.067, 15.454)
O (-16.278, 10.710, 14.129)
C (-8.740, 4.199, 14.837)
C (-8.566, 4.565, 13.373)
N (-8.267, 6.001, 13.211)
C (-7.045, 6.651, 13.095)
C (-7.335, 7.990, 12.985)
N (-8.693, 8.231, 13.036)
C (-9.270, 6.945, 13.205)
C (-9.438, 9.441, 13.175)
H (-7.811, 4.192, 15.408)
H (-9.068, 3.160, 14.864)
H (-9.493, 4.802, 15.344)
H (-9.534, 4.372, 12.910)
H (-7.793, 3.961, 12.898)
H (-6.117, 6.108, 12.997)
H (-6.772, 8.889, 12.782)
H (-10.296, 6.652, 13.373)
H (-8.847, 10.117, 13.793)
H (-10.390, 9.151, 13.619)
H (-9.565, 9.832, 12.166)
C (-17.838, 3.381, 17.606)
C (-17.319, 4.119, 18.856)
N (-18.401, 4.082, 19.826)
C (-19.644, 4.755, 19.752)
C (-20.329, 4.618, 20.962)
N (-19.607, 3.707, 21.771)
C (-18.422, 3.460, 21.074)
C (-19.884, 3.337, 23.188)
H (-18.201, 2.384, 17.857)
H (-17.191, 3.265, 16.736)
H (-18.695, 3.945, 17.239)
H (-17.148, 5.191, 18.762)
H (-16.328, 3.831, 19.209)
H (-19.921, 5.383, 18.919)
H (-21.198, 5.049, 21.438)
H (-17.600, 3.030, 21.627)
H (-20.380, 4.121, 23.760)
H (-18.902, 3.108, 23.603)
H (-20.615, 2.535, 23.290)
C (-23.434, 12.705, 23.927)
C (-22.693, 11.487, 24.592)
N (-21.344, 11.562, 24.352)
C (-20.786, 11.403, 23.196)
C (-19.410, 11.674, 23.314)
N (-19.211, 12.182, 24.556)
C (-20.403, 12.171, 25.234)
C (-17.942, 12.387, 25.176)
H (-23.296, 13.524, 24.633)
H (-24.489, 12.435, 23.971)
H (-23.050, 12.864, 22.919)
H (-22.993, 10.541, 24.141)
H (-22.911, 11.445, 25.660)
H (-21.295, 11.146, 22.279)
H (-18.686, 11.457, 22.543)
H (-20.578, 12.430, 26.268)
H (-17.953, 11.994, 26.192)
H (-17.615, 13.424, 25.097)
H (-17.236, 11.782, 24.607)
C (-14.591, 17.407, 6.400)
C (-15.989, 16.740, 6.040)
C (-16.951, 17.535, 4.998)
N (-18.245, 16.724, 4.652)
C (-17.805, 15.609, 3.667)
C (-18.940, 16.063, 5.830)
C (-20.314, 15.718, 5.243)
C (-20.667, 16.778, 4.200)
C (-19.329, 17.596, 3.996)
H (-14.786, 18.332, 6.942)
H (-14.012, 17.684, 5.519)
H (-13.976, 16.732, 6.995)
H (-16.559, 16.457, 6.924)
H (-15.720, 15.846, 5.477)
H (-16.405, 17.700, 4.069)
H (-17.212, 18.514, 5.401)
H (-17.316, 16.157, 2.861)
H (-18.573, 14.909, 3.337)
H (-17.119, 14.968, 4.220)
H (-18.359, 15.250, 6.265)
H (-18.853, 16.829, 6.600)
H (-20.292, 14.704, 4.843)
H (-21.020, 15.627, 6.069)
H (-20.982, 16.214, 3.321)
H (-21.542, 17.381, 4.446)
H (-19.013, 17.716, 2.960)
H (-19.386, 18.610, 4.393)
C (-15.749, 18.205, 18.834)
C (-14.302, 18.742, 18.633)
C (-13.876, 18.694, 17.172)
N (-12.378, 19.127, 16.911)
C (-12.148, 20.532, 17.525)
C (-12.072, 19.151, 15.428)
C (-10.591, 18.694, 15.353)
C (-10.137, 18.072, 16.677)
C (-11.431, 18.027, 17.467)
H (-16.439, 18.980, 18.499)
H (-15.998, 18.189, 19.895)
H (-15.957, 17.214, 18.431)
H (-13.663, 18.052, 19.183)
H (-14.138, 19.668, 19.184)
H (-14.537, 19.325, 16.578)
H (-14.062, 17.695, 16.779)
H (-12.945, 21.194, 17.184)
H (-11.147, 20.846, 17.230)
H (-12.180, 20.437, 18.610)
H (-12.302, 20.153, 15.068)
H (-12.721, 18.466, 14.883)
H (-9.928, 19.556, 15.290)
H (-10.353, 18.184, 14.420)
H (-9.475, 18.727, 17.244)
H (-9.679, 17.106, 16.468)
H (-11.315, 18.260, 18.526)
H (-12.042, 17.142, 17.287)
N (-14.870, 6.474, 5.814)
S (-14.946, 7.042, 4.449)
O (-13.796, 7.800, 3.932)
O (-16.231, 7.424, 3.883)
F (-14.851, 5.583, 3.691)
S (-15.140, 7.976, 6.637)
O (-16.301, 8.844, 6.344)
O (-13.902, 8.584, 7.076)
F (-15.698, 7.181, 7.964)
N (-8.639, 9.396, 20.914)
S (-9.678, 9.400, 19.739)
O (-10.111, 8.116, 19.183)
O (-9.723, 10.567, 18.894)
F (-10.926, 9.704, 20.693)
S (-7.344, 9.164, 19.876)
O (-6.842, 10.368, 19.235)
O (-7.186, 7.869, 19.176)
F (-6.257, 8.928, 21.040)

Results
2S+1: 1
Charge: +2
E_tot: -148010.828 eV
Orbital gap: 0.17947 hartree


Below is a 6-piece molecular cluster, C35H69N3O13P2 overall at a distorted geometry, with properties calculated with ωB97M-V with the def2-TZVPD basis set.

CARTESIAN COORDINATES (ANGSTROEM)
H (0.457, -7.127, -0.027)
N (-0.077, -6.477, -0.632)
C (0.790, -5.545, -1.021)
C (0.339, -4.302, -1.959)
C (1.526, -3.737, -2.883)
O (1.264, -4.370, -4.166)
C (3.054, -4.066, -2.509)
O (3.600, -5.204, -2.490)
N (3.760, -2.772, -2.223)
C (2.654, -1.797, -1.879)
C (3.109, -0.254, -2.169)
C (2.507, 0.777, -1.093)
C (2.608, 2.321, -1.505)
C (2.058, 3.202, -0.249)
N (0.575, 3.174, -0.122)
C (-0.025, 4.533, 0.092)
C (0.119, 2.354, 1.017)
C (-1.205, 1.455, 0.792)
O (0.640, 2.316, 2.164)
O (2.058, -2.018, -0.587)
C (3.018, -2.097, 0.459)
O (4.145, -1.562, 0.474)
C (2.593, -2.910, 1.789)
C (2.961, -4.396, 1.992)
C (2.541, -5.080, 3.335)
C (1.777, -4.284, 4.440)
C (1.400, -2.794, 4.238)
C (1.816, -2.101, 2.890)
C (1.627, -2.125, -3.116)
P (-0.115, -1.385, -3.078)
P (-0.175, 0.672, -3.792)
O (-0.335, 1.563, -2.542)
O (1.123, 1.127, -4.801)
O (-1.614, 0.948, -4.727)
H (1.855, -5.661, -0.608)
H (-0.061, -3.512, -1.213)
H (-0.579, -4.614, -2.588)
H (0.941, -5.287, -3.979)
H (4.150, -2.527, -3.146)
H (4.255, -0.255, -1.993)
H (2.965, 0.052, -3.260)
H (3.110, 0.665, -0.110)
H (1.422, 0.532, -0.813)
H (3.718, 2.630, -1.634)
H (2.069, 2.586, -2.482)
H (2.618, 2.829, 0.687)
H (2.419, 4.291, -0.398)
H (0.556, 5.389, -0.382)
H (-0.204, 4.676, 1.228)
H (-1.088, 4.545, -0.371)
H (-1.782, 1.424, 1.788)
H (-1.838, 1.955, -0.033)
H (-0.886, 0.391, 0.537)
H (3.527, -5.000, 1.208)
H (2.826, -6.178, 3.539)
H (1.495, -4.778, 5.429)
H (0.869, -2.157, 5.015)
H (1.586, -0.992, 2.707)
H (2.117, -2.106, -4.159)
H (-0.840, -2.132, -4.095)
H (1.162, 0.527, -5.591)
H (-1.331, 1.687, -5.328)
C (-3.880, 4.526, -4.313)
C (-2.875, 5.519, -4.876)
C (-2.904, 5.534, -6.396)
O (-1.566, 5.174, -4.430)
H (-3.651, 3.508, -4.646)
H (-3.840, 4.517, -3.221)
H (-4.898, 4.774, -4.624)
H (-3.095, 6.520, -4.494)
H (-2.641, 4.551, -6.802)
H (-2.169, 6.244, -6.787)
H (-3.893, 5.813, -6.770)
H (-1.362, 4.288, -4.763)
C (4.245, 5.998, 3.841)
C (2.955, 5.688, 3.097)
C (2.576, 4.221, 3.230)
O (3.114, 6.013, 1.717)
H (5.079, 5.416, 3.436)
H (4.510, 7.053, 3.727)
H (4.149, 5.775, 4.907)
H (2.146, 6.313, 3.487)
H (3.352, 3.577, 2.804)
H (1.655, 4.010, 2.682)
H (2.430, 3.945, 4.278)
H (3.828, 5.465, 1.363)
C (-4.445, -2.203, -7.338)
C (-5.227, -1.331, -6.369)
C (-5.295, 0.110, -6.851)
O (-4.606, -1.372, -5.086)
H (-3.413, -1.850, -7.435)
H (-4.394, -3.233, -6.973)
H (-4.907, -2.206, -8.328)
H (-6.239, -1.728, -6.252)
H (-4.293, 0.542, -6.932)
H (-5.850, 0.727, -6.140)
H (-5.783, 0.176, -7.827)
H (-3.709, -1.022, -5.179)
C (-0.148, -3.159, 9.183)
C (0.285, -2.276, 8.024)
C (0.326, -0.811, 8.430)
O (-0.624, -2.441, 6.936)
H (-1.155, -2.894, 9.521)
H (-0.184, -4.208, 8.874)
H (0.539, -3.067, 10.028)
H (1.273, -2.588, 7.673)
H (-0.664, -0.464, 8.742)
H (0.627, -0.186, 7.584)
H (1.028, -0.648, 9.252)
H (-1.501, -2.168, 7.236)
C (-2.044, -3.025, 3.373)
C (-2.082, -1.608, 3.922)
C (-3.270, -1.404, 4.849)
O (-2.160, -0.681, 2.840)
H (-2.944, -3.241, 2.789)
H (-1.191, -3.154, 2.701)
H (-1.967, -3.759, 4.180)
H (-1.154, -1.399, 4.463)
H (-4.213, -1.564, 4.316)
H (-3.291, -0.378, 5.227)
H (-3.230, -2.090, 5.699)
H (-2.977, -0.858, 2.354)

Results
2S+1: 1
Charge: 0
E_tot: -87071.968 eV
Orbital gap: 0.30128 hartree
SMILES string: [H]/N=C/C[C@]1(O)C(=O)N[C@](CCCCN(C)C(C)=O)(OC(=O)c2ccccc2)[C@@H]1PP(=O)(O)O.CC(C)O.CC(C)O.CC(C)O.CC(C)O.CC(C)O